No. 1
Here is a molecular structure, C24H36F6NaO18P at a distorted geometry from OMol25. Energies are from the ωB97M-V functional and the def2-TZVPD basis.

```
86
C24H36F6NaO18P the ωB97M-V functional and the def2-TZVPD basis
Na 2.66435 1.34970 2.64209
P 0.66065 0.51846 0.39313
F -0.83447 0.90855 0.01184
F 1.06967 2.09302 0.28107
F 0.49181 0.79836 2.01299
F 2.24890 0.16659 0.69564
F 0.23514 -0.99856 0.62031
F 1.01703 0.21924 -1.14989
C -4.20379 0.65392 3.30183
C -3.02856 1.26038 2.57339
C -3.33703 2.49721 1.71590
O -2.50468 3.53127 2.28159
C -1.88562 3.08525 3.39840
O -1.26125 3.74166 4.16445
O -2.10907 1.76553 3.56297
H -3.88193 -0.05095 4.06465
H -4.87250 0.18022 2.58196
H -4.76358 1.42961 3.83340
H -2.50210 0.48197 2.02676
H -4.37217 2.80953 1.84115
H -3.05597 2.37166 0.67584
C -2.21603 -2.42999 -1.75981
C -2.76745 -2.80929 -0.41042
C -2.99313 -1.59395 0.51370
O -4.36119 -1.68759 0.88858
C -4.92923 -2.79059 0.33705
O -6.00720 -3.18847 0.60705
O -4.09481 -3.33355 -0.58392
H -2.07090 -3.26392 -2.44725
H -1.23211 -1.96622 -1.64813
H -2.88685 -1.71561 -2.24071
H -2.13974 -3.57039 0.05576
H -2.75794 -0.65725 0.01672
H -2.37156 -1.73018 1.39924
C -0.22473 5.55371 0.46799
C -0.44452 4.89955 -0.87866
C -1.84380 4.27472 -1.06880
O -2.34823 4.88544 -2.25958
C -1.48373 5.81829 -2.72022
O -1.65511 6.49355 -3.67526
O -0.38471 5.87542 -1.92964
H -1.03811 6.21548 0.75015
H 0.72501 6.09023 0.39872
H -0.07176 4.78189 1.22397
H 0.33359 4.15744 -1.06004
H -2.53129 4.49199 -0.25437
H -1.74811 3.19911 -1.22172
C 1.75955 2.69291 -3.20402
C 3.23270 2.39052 -3.35022
C 3.97383 2.05614 -2.04556
O 4.55302 0.76734 -2.28533
C 4.23294 0.32790 -3.52150
O 4.57020 -0.70780 -3.98824
O 3.43135 1.21537 -4.15070
H 1.31161 2.70876 -4.19605
H 1.63791 3.62276 -2.65092
H 1.25777 1.88917 -2.65589
H 3.70877 3.21302 -3.88837
H 3.30181 1.93852 -1.19963
H 4.77171 2.76231 -1.82361
C 1.28428 -2.29190 -3.58435
C 2.39962 -2.54449 -2.59431
C 1.98340 -2.90521 -1.15730
O 3.01453 -3.82534 -0.78432
C 3.49705 -4.42659 -1.90500
O 4.13542 -5.42339 -1.91504
O 3.14011 -3.72164 -2.99428
H 1.64376 -1.71873 -4.43397
H 0.43945 -1.81049 -3.09477
H 0.90841 -3.25558 -3.93375
H 3.13035 -1.73527 -2.54283
H 1.01033 -3.39708 -1.08290
H 2.04499 -2.02245 -0.53605
C 0.76518 -2.32926 3.44757
C 0.81576 -3.83552 3.26079
C 2.16507 -4.38189 2.78080
O 2.28352 -5.61070 3.49829
C 1.52618 -5.53861 4.61339
O 1.57862 -6.27844 5.53133
O 0.67699 -4.47392 4.53194
H 1.03185 -1.99722 4.45366
H -0.24445 -1.95910 3.27681
H 1.47457 -1.81098 2.79958
H 0.04957 -4.12294 2.53565
H 2.99064 -3.70600 3.04441
H 2.28043 -4.56656 1.71488
```

Computed properties:
- Orbital gap: 8.695 eV
- LUMO level: -2.3 eV
- E: -3393.67254 Ha
- 2S+1: 1

=====

No. 2
Here is a molecular structure, C24H36FeN2Si at a distorted geometry from OMol25. Energies are from the ωB97M-V functional and the def2-TZVPD basis.

```
64
C24H36FeN2Si the ωB97M-V functional and the def2-TZVPD basis
C -1.06850 0.82036 3.63767
C -1.79648 0.45653 2.45152
C -1.33093 -0.83412 2.03735
H -2.65022 0.97787 2.03256
C -0.29313 -1.24900 2.93349
C -0.14621 -0.23084 3.93500
H 0.46545 -0.31661 4.82804
H -1.27718 1.67794 4.27819
H -1.77870 -1.44808 1.25758
H 0.20205 -2.21424 2.93643
Fe 0.26935 0.55560 1.97982
C 0.75988 -0.10243 0.12188
H 0.78411 -1.19889 0.13279
H 1.72270 0.27204 -0.24338
H -0.11063 0.41769 -0.34075
Si -0.41575 -1.07390 -2.09267
C -1.28498 -0.39700 -3.59937
C -2.68997 -0.41867 -3.51637
H -3.16425 -0.90145 -2.65738
C -3.47646 0.19161 -4.50827
H -4.56288 0.25642 -4.38626
C -2.85030 0.75153 -5.63670
H -3.45340 1.26536 -6.38917
C -1.45393 0.66330 -5.77937
H -0.98160 1.04663 -6.68879
C -0.66417 0.10611 -4.75727
H 0.42173 0.05653 -4.85665
C -0.14371 -2.90322 -2.25696
C -0.84968 -3.56898 -3.27033
H -1.27279 -3.01086 -4.10851
C -1.08093 -4.94227 -3.17604
H -1.68758 -5.44760 -3.92706
C -0.55310 -5.65383 -2.09024
H -0.77832 -6.71503 -1.98092
C 0.24987 -5.01695 -1.14046
H 0.67704 -5.57785 -0.30553
C 0.48983 -3.64336 -1.23879
H 1.12812 -3.16195 -0.50059
H -1.49390 -1.03817 -1.08380
H 0.87967 -0.27773 -2.00684
C 3.15719 -0.09040 2.09084
N 2.26626 1.03875 2.50301
C 2.52441 1.25477 3.96184
C 2.62859 2.31557 1.73804
C 1.48758 2.90491 0.92027
N 0.15697 2.66795 1.58861
C 0.05687 3.56101 2.77426
C -0.94734 3.01884 0.65330
H 2.84718 -1.01450 2.59560
H 4.19157 0.14557 2.38520
H 3.14103 -0.25758 1.01044
H 3.56948 1.58259 4.07978
H 1.85745 2.00896 4.39241
H 2.37428 0.32639 4.52438
H 2.96974 3.05984 2.47340
H 3.47437 2.08957 1.06953
H 1.63999 3.99661 0.83452
H 1.45869 2.48876 -0.09787
H 0.26575 4.59632 2.46072
H -0.94699 3.50722 3.20062
H 0.76391 3.27561 3.55663
H -0.80811 4.05788 0.30528
H -0.95662 2.34619 -0.21713
H -1.91236 2.94668 1.17246
```

Computed properties:
- Orbital gap (alpha / beta): 5.909 / 7.377 eV
- LUMO level (alpha / beta): 0.6 / 0.6 eV
- E: -2598.63274 Ha
- 2S+1: 5

=====

No. 3
Here is a molecular structure, C24H36LuN2Si at a distorted geometry from OMol25. Energies are from the ωB97M-V functional and the def2-TZVPD basis.

```
64
C24H36LuN2Si the ωB97M-V functional and the def2-TZVPD basis
C 1.13394 -2.37254 -0.35269
C 1.53234 -1.34639 -1.25785
C 2.87901 -0.98288 -0.96918
H 0.96214 -0.99180 -2.11166
C 3.34760 -1.83290 0.06620
C 2.26596 -2.69177 0.46466
H 2.33058 -3.52911 1.15553
H 0.17100 -2.89088 -0.35635
H 3.45862 -0.24033 -1.51140
H 4.37014 -1.89199 0.42642
Lu 1.61868 -0.47509 1.01555
C -1.22682 3.25949 -0.69979
H -0.39534 3.36504 0.00706
H -2.18441 3.46391 -0.20351
H -1.11974 3.96186 -1.54186
Si -1.18979 1.45212 -1.46311
C -2.72741 0.73569 -2.16899
C -2.55976 -0.53587 -2.75399
H -1.56159 -0.88542 -3.03760
C -3.64667 -1.38980 -2.89480
H -3.48606 -2.40876 -3.27271
C -4.92926 -0.95730 -2.52092
H -5.78125 -1.63361 -2.61108
C -5.10412 0.34475 -2.00368
H -6.11142 0.69706 -1.75318
C -3.99472 1.16611 -1.77152
H -4.10046 2.13144 -1.25541
C 0.11985 1.81202 -2.81521
C -0.17586 1.53443 -4.15654
H -1.21661 1.37510 -4.46702
C 0.86289 1.43877 -5.09214
H 0.63100 1.15034 -6.12493
C 2.18945 1.68082 -4.69765
H 2.99527 1.57902 -5.42494
C 2.47779 2.02505 -3.36314
H 3.51540 2.19854 -3.05849
C 1.43484 2.12840 -2.43309
H 1.66805 2.43990 -1.40436
H -1.49464 1.12937 0.01962
H -0.49525 0.09378 -1.40535
C -0.78442 -0.96195 1.72493
N -0.99159 0.15880 2.62237
C -2.06664 0.03333 3.57957
C 0.17986 0.91481 3.03751
C 1.15641 0.13773 3.94672
N 1.84254 -1.02144 3.23217
C 3.31400 -0.81206 3.15074
C 1.56871 -2.30245 3.93313
H -1.67532 -1.60748 1.69582
H 0.06891 -1.62926 2.04884
H -0.64020 -0.60114 0.66588
H -1.84407 -0.67291 4.40429
H -2.26449 1.02267 4.01849
H -2.96983 -0.31663 3.06087
H 0.70217 1.36339 2.14456
H -0.18617 1.76299 3.63559
H 1.93640 0.80867 4.34685
H 0.60922 -0.28299 4.80650
H 3.66971 -0.39095 4.10557
H 3.82334 -1.76717 2.97067
H 3.58859 -0.08964 2.34313
H 1.98803 -2.26003 4.94956
H 0.48755 -2.46323 3.99844
H 2.02392 -3.12963 3.37690
```

Computed properties:
- Orbital gap: 4.083 eV
- LUMO level: -4.5 eV
- E: -2570.20912 Ha
- 2S+1: 1
- Net charge: +1